The following is a quantum chemistry calculation of a molecular structure, C7H10ClCuNO4 in a non-equilibrium geometry, from OMol25.

Results
largest force on an atom: 7.51 eV Å⁻¹
⟨S²⟩: 0.76
HOMO energy (spin up / spin down): 1.04 / 0.99 eV
E_LUMO (spin up / spin down): 6.15 / 6.15 eV
frontier orbital gap (spin up / spin down): 5.11 / 5.16 eV

Structure (ORCA input):
```
! RIJCOSX wB97M-V def2-TZVPD def2/J DEFGRID3
* xyz -2 2
C -0.86283 1.01930 -2.06615
C 0.54928 0.82469 -2.33749
C 1.28410 1.55699 -1.34333
C 0.35072 2.22672 -0.50445
C -0.95831 1.88401 -0.92773
Cu -0.00440 -0.13479 -0.69667
N -1.38416 -1.14343 0.11055
C -0.33505 -2.12199 -0.07127
C 0.91844 -1.78403 -0.97502
H 2.36605 1.69194 -1.36373
H 0.95963 0.21319 -3.14756
H 0.60378 2.99817 0.23164
H -1.89331 2.31542 -0.56415
H -1.67611 0.60217 -2.66458
H 0.86465 -1.94971 -2.06626
H -0.87221 -2.88094 -0.67691
H -2.11781 -0.98272 0.89664
H 1.95081 -1.78755 -0.57597
H 0.13278 -2.63863 0.80336
O 0.00014 1.37964 4.07942
Cl 0.02286 0.01763 3.66339
O 1.18906 -0.69359 4.06757
O -1.17699 -0.68237 3.99390
O 0.08887 0.06986 2.13478
*
```